Arrangement 1

DFT (the ωB97M-V functional and the def2-TZVPD basis) results for 2 unconnected molecules or ions with the total composition C4H6N2S.

Each line ends with the Löwdin charge.
Element x y z (Å)
C -0.830 -0.351 -0.217  -0.557
C -0.876 1.024 -0.070  -0.058
C 0.535 1.456 -0.114  -0.036
C 1.294 0.208 -0.068  -0.702
H -2.584 -1.098 0.885  0.160
H -2.712 -0.368 -0.947  0.229
H -1.796 1.614 -0.012  0.097
H 1.098 2.343 -0.120  0.064
H 3.498 -0.583 1.120  -0.088
H 0.893 -1.805 0.071  0.205
N -1.911 -1.212 -0.131  -0.002
N 0.440 -0.796 -0.176  -0.023
S 2.950 -0.432 -0.221  0.712

Properties
Spin multiplicity: 1
Total charge: 0

---

Arrangement 2

DFT (the ωB97M-V functional and the def2-TZVPD basis) results for a single C4H6N2S molecule.

Each line ends with the Löwdin charge.
Element x y z (Å)
C 2.612 -0.969 -0.001  0.010
C 1.752 0.042 -0.002  -0.263
N 0.365 -0.186 0.007  0.042
C -0.386 0.840 -0.011  -0.198
N -1.765 0.746 0.002  -0.027
C -2.469 -0.418 -0.007  -0.719
S -4.094 -0.517 -0.001  0.618
H 3.684 -0.800 -0.016  0.050
H 2.262 -2.010 0.012  0.065
H 2.115 1.090 -0.009  0.105
H 0.002 1.868 0.017  0.136
H -2.282 1.594 0.010  0.113
H -1.795 -1.281 -0.002  0.069

Properties
Spin multiplicity: 1
SMILES: C=C/N=C/NC=S
Total charge: 0

---

So which one is most stable? That would be arrangement 2, about 0.1089 hartree below the next structure.